No. 1
2 unconnected molecules or ions with the total composition C7H14N2 in a non-equilibrium geometry, computed with wB97M-V/def2-TZVPD.

Last column: Mulliken charge in e.
Positions of all 23 atoms, in Å:
1 H -2.8274 -1.0291 1.3301  0.400
2 H 3.8946 0.6286 1.0013  0.303
3 H 3.7526 0.4819 -0.7880  0.205
4 N 1.2675 -0.8277 -0.1634  -0.111
5 H 1.6885 2.2842 0.1948  0.341
6 C -1.8019 -0.8225 0.8582  -1.345
7 H -1.1552 -0.2573 1.5296  0.331
8 C 1.8533 1.1719 0.1928  -0.332
9 C 2.6480 -0.9559 0.2808  -0.542
10 H -2.0818 -1.5033 -1.8844  0.222
11 H -2.6968 1.3720 1.1988  0.318
12 H -1.2410 1.8465 0.1538  0.150
13 H 2.7261 -1.3383 1.2830  0.262
14 C -2.2835 -0.4655 -1.5789  -0.940
15 C -2.3238 1.4310 0.1934  -1.203
16 C 3.2064 0.4312 0.1959  -0.478
17 H 3.1732 -1.5155 -0.4848  0.283
18 H -2.8910 2.0253 -0.4349  0.436
19 H 0.7096 -1.4540 -0.7565  0.247
20 C -2.0683 -0.0239 -0.3520  0.996
21 H -2.9298 -0.0782 -2.3419  0.310
22 N 0.8495 0.4443 -0.1265  -0.199
23 H -1.4690 -1.8457 0.4988  0.346

Force components x, y, z for each atom (eV/Å):
H 1.43 0.52 -0.37
H 0.08 0.37 0.21
H -0.51 0.75 0.86
N -1.05 -1.29 -0.25
H 0.38 -1.30 0.24
C -0.67 -2.53 -0.64
H 0.14 -0.68 0.14
C 0.14 2.38 -0.54
C 0.13 -0.92 -1.44
H 0.22 0.13 0.72
H -0.15 0.23 0.36
H -1.77 -0.38 0.53
H -0.07 -0.58 0.39
C -0.37 -1.63 -0.41
C 3.47 -1.71 -1.09
C -0.74 0.42 -1.01
H 0.19 -0.93 0.56
H -1.36 1.17 -1.19
H 0.84 0.45 0.65
C -1.72 2.44 1.09
H 0.29 1.35 -0.19
N 0.88 0.73 0.32
H 0.22 1.01 1.06

## Properties
energy relative to the best compared isomer or geometry (same formula, charge and spin)	76.3	kcal/mol



No. 2
A single C4H8N2O molecule in a non-equilibrium geometry, computed with wB97M-V/def2-TZVPD.

Last column: Mulliken charge in e.
Positions of all 15 atoms, in Å:
1 H -2.4106 -1.4470 0.2750  0.238
2 C 0.4145 0.2940 0.2020  1.244
3 H 0.3290 2.2481 -0.6693  0.359
4 H 1.9512 1.7680 -0.1442  0.393
5 H -0.9156 -2.0815 0.4408  0.209
6 C 1.0343 1.4138 -0.6205  -1.523
7 H -0.4792 0.1495 1.8777  0.432
8 H -1.5780 0.6208 -0.4771  0.439
9 C -0.8962 -0.2322 -0.4122  -0.711
10 H 1.2702 1.0734 -1.6334  0.352
11 N 1.9402 -1.8707 0.3231  -0.467
12 C 1.3337 -0.8867 0.2649  -0.105
13 O 0.1653 0.7746 1.4958  -0.567
14 N -1.4511 -1.2185 0.5074  -0.615
15 H -0.7077 -0.6054 -1.4303  0.321

Force components x, y, z for each atom (eV/Å):
H 0.07 0.09 0.06
C 0.04 -0.03 -0.27
H 0.06 -0.13 0.00
H -0.10 -0.08 -0.04
H -0.10 0.07 0.08
C 0.03 0.03 -0.04
H 0.11 0.14 -0.01
H 0.05 -0.08 0.01
C 0.02 0.16 -0.11
H -0.04 0.04 0.15
N -0.51 0.98 -0.09
C 0.53 -0.87 0.12
O -0.14 -0.15 0.14
N -0.01 -0.22 -0.16
H 0.00 0.05 0.17

## Properties
energy relative to the best compared isomer or geometry (same formula, charge and spin)	28.8	kcal/mol



No. 3
A molecular structure, C15H20N5O2S2V in a non-equilibrium geometry, computed with wB97M-V/def2-TZVPD.

Last column: Mulliken charge in e.
Positions of all 45 atoms, in Å:
1 N 0.0165 -0.4041 2.7391  0.145
2 O 0.0284 -0.2425 1.4026  -0.660
3 H 1.4721 4.0319 -2.4209  0.483
4 H -1.0937 4.2175 -2.6375  0.426
5 C -1.6244 -3.6687 -1.9780  -0.421
6 H 0.0535 -0.8409 6.4760  0.420
7 H 0.0761 -2.4979 2.4830  0.447
8 H 0.7489 3.6020 0.5879  0.368
9 C -0.0649 0.5544 4.8687  -0.740
10 H -0.0661 1.6583 2.9647  0.531
11 H 4.6503 -1.3529 -1.1521  0.245
12 H -1.2115 2.5048 -3.0572  0.400
13 C -0.0593 2.8801 -1.2817  1.252
14 H 1.2277 2.2952 -2.8964  0.367
15 C -0.7854 -2.6143 -1.7133  0.131
16 C -0.0032 3.9214 -0.1389  -1.387
17 C 0.6841 -2.6151 -1.7573  0.224
18 N -3.7925 -0.8125 -1.1459  -0.365
19 C 0.0857 -1.9069 4.5948  -0.731
20 H -0.9639 3.9243 0.4036  0.369
21 C 1.2318 3.0478 -2.0714  -1.521
22 O -0.1571 1.4876 -1.0023  -0.738
23 C -0.0637 0.7266 3.5027  -0.061
24 C 1.5210 -3.6210 -2.1109  -0.418
25 C 0.0279 -0.7542 5.3990  -0.081
26 H 0.1964 -2.9299 5.0101  0.426
27 S 3.1626 -3.4001 -1.6593  -0.070
28 H -2.1456 3.0830 -1.7377  0.393
29 C 2.7102 -1.7037 -1.2339  0.490
30 S -3.2441 -3.3954 -1.5148  -0.069
31 V -0.0592 -0.1256 -0.4167  1.713
32 H -1.3521 -4.6121 -2.4508  0.393
33 H -3.5546 0.1659 -1.1575  0.149
34 C -1.1869 3.2179 -2.2230  -1.595
35 N 3.7620 -0.9407 -0.9295  -0.338
36 N 1.3763 -1.4848 -1.2315  0.107
37 H -4.7515 -1.1171 -1.3876  0.275
38 C -2.7868 -1.7089 -1.2602  0.555
39 H 2.0858 2.7059 -1.4601  0.328
40 H 0.2094 4.9613 -0.4766  0.409
41 H 0.0383 1.4260 5.5141  0.420
42 H 1.2867 -4.5777 -2.5766  0.389
43 C 0.0426 -1.6893 3.2189  0.093
44 H 3.7454 0.0617 -0.8269  0.198
45 N -1.4728 -1.4571 -1.2587  0.052

Force components x, y, z for each atom (eV/Å):
N -0.44 -0.59 0.46
O -0.12 0.04 -1.68
H -0.36 0.51 -0.18
H 0.03 0.08 0.21
C 1.75 0.17 -0.03
H 0.07 -0.15 0.08
H -0.01 0.50 0.17
H 0.19 0.31 -0.06
C 0.68 -0.61 -0.07
H -0.03 0.15 -0.01
H 0.40 0.20 0.09
H 0.24 0.24 -0.03
C 0.92 3.53 -1.81
H -0.07 0.90 0.13
C -0.68 -1.27 -0.51
C -0.80 -1.27 1.25
C 0.61 -0.46 -0.21
N 0.72 -0.87 -0.07
C -0.05 0.73 -0.42
H 0.24 0.20 -0.20
C 1.25 -2.79 -0.17
O 0.08 -3.14 1.78
C 0.26 -1.18 0.10
C -0.84 -0.73 -0.01
C -0.13 0.25 -0.05
H -0.23 0.90 -0.38
S -1.03 2.06 -0.16
H -0.32 0.40 0.27
C 0.69 -1.54 0.12
S 0.43 1.48 -0.34
V 0.00 0.84 -0.09
H 0.03 0.21 0.46
H -0.37 0.13 0.02
C -0.92 -1.13 -0.57
N -1.02 0.27 -0.07
N -0.47 0.98 0.50
H 0.93 0.56 0.33
C -2.12 0.08 0.17
H -0.18 0.37 0.10
H -0.10 -1.04 -0.13
H -0.43 -0.24 -0.11
H -0.28 0.31 0.27
C 0.31 0.19 0.33
H -0.15 0.03 0.06
N 1.32 0.40 0.47

## Properties
energy relative to the best compared isomer or geometry (same formula, charge and spin)	0.0	kcal/mol
total charge	+3
spin multiplicity	2
expectation value of S²	0.78